w) DFT (ωB97M-V/def2-TZVPD) results for a cluster of 2 separate species, C5H11O2 in total.

Charge = -1
Gap between HOMO and LUMO = 0.2879 Eh

Each line ends with the Löwdin charge.
Geometry (Å):
C  1.0158  0.4394  2.5464  -0.203
C  0.1753  1.6625  2.4216  -0.178
C  1.0057  -0.7259  1.2933  -0.710
O  0.6096  -0.4390  0.1710  -0.058
O  1.4986  -1.7766  1.7317  -0.094
H  2.0899  0.5901  2.6132  0.072
H  0.6507  -0.2105  3.3821  0.086
H  0.5757  2.3911  1.7395  0.045
H  -0.0136  2.3105  3.2553  0.033
H  -0.8174  1.3027  1.9689  0.093
C  -0.1534  -0.3538  -2.5777  -0.182
C  -1.5220  -1.0666  -2.6316  -0.180
H  0.2332  -0.0152  -1.6394  0.003
H  0.6721  -0.9232  -3.0004  0.056
H  -0.1877  0.5159  -3.2281  0.044
H  -1.8882  -1.4922  -1.6242  0.086
H  -2.4145  -0.4908  -2.8663  0.026
H  -1.5294  -1.7184  -3.5552  0.060

---

x) DFT (ωB97M-V/def2-TZVPD) results for a cluster of 2 separate species, C5H11O2 in total.

Charge = -1
Gap between HOMO and LUMO = 0.2900 Eh

Each line ends with the Löwdin charge.
Geometry (Å):
C  0.7911  1.8638  -0.9446  -0.180
C  1.6767  1.9676  0.2990  -0.181
H  1.3419  2.0745  -1.8581  0.048
H  0.2387  0.9271  -0.9853  0.022
H  -0.1112  2.4753  -0.8088  0.061
H  1.8998  0.9423  0.6000  0.056
H  2.6414  2.4575  0.1493  0.045
H  1.1461  2.4468  1.1152  0.055
C  -1.3128  -1.8002  0.4844  -0.206
C  -0.9057  -1.6290  -0.9851  -0.131
C  -0.6903  -0.9068  1.5746  -0.750
O  -0.6990  0.3351  1.3956  -0.081
O  -0.3196  -1.5228  2.6023  -0.101
H  -2.3661  -1.9763  0.6768  0.092
H  -0.9470  -2.8022  0.7103  0.080
H  -1.0487  -2.5639  -1.5275  0.048
H  0.1635  -1.4170  -1.0034  0.065
H  -1.4989  -0.8719  -1.4950  0.056

---

y) DFT (ωB97M-V/def2-TZVPD) results for a structure of composition C5H11O2.

Charge = -1
Gap between HOMO and LUMO = 0.2807 Eh

Each line ends with the Löwdin charge.
Geometry (Å):
C  -0.9772  -1.5794  0.3805  -0.321
O  -1.6362  -0.4844  0.9209  -0.172
C  0.1053  -1.3007  -0.6952  -0.198
C  0.9394  -0.0577  -0.8311  -0.237
C  0.2647  1.2612  -0.5916  -0.223
C  0.2287  1.7160  0.8922  -0.390
O  0.1782  0.6707  1.7867  -0.256
H  -1.7540  -2.2317  -0.0956  0.103
H  -0.4489  -2.0672  1.1751  0.084
H  -0.2776  -1.5585  -1.6218  0.060
H  0.8250  -2.1040  -0.5629  0.092
H  1.7188  -0.0734  -0.0914  0.099
H  1.3249  -0.0398  -1.8415  0.093
H  -0.7553  1.1630  -0.8906  0.080
H  0.6753  2.0499  -1.2763  0.101
H  -0.7087  2.2744  0.9708  0.091
H  1.1036  2.3122  1.0494  0.073
H  -0.8062  0.0495  1.3223  -0.078

---

Which one sits at the top of the stability order? x) does.

---

w) DFT (ωB97M-V/def2-TZVPD) results for a cluster of 2 separate species, C5H11O2 in total.

Charge = -1
Gap between HOMO and LUMO = 0.2603 Eh

Each line ends with the Löwdin charge.
Geometry (Å):
C  -0.5552  -0.1088  -2.3826  -0.050
C  0.5848  0.2073  -3.4148  -0.796
O  1.7594  -0.1186  -3.1627  -0.102
O  0.1554  0.7135  -4.4842  -0.129
H  -0.1867  -0.3555  -1.3781  0.002
H  -1.1923  -0.9564  -2.6607  0.060
H  -1.0930  0.7961  -2.1914  0.043
C  -0.3172  0.2462  1.3885  -0.271
C  0.9070  -0.5649  0.9482  -0.132
C  -0.5043  0.2806  2.9928  -0.112
H  -1.1640  -0.1395  0.8345  0.086
H  -0.1989  1.3211  1.2341  0.087
H  0.9155  -1.6098  1.2371  0.067
H  0.9356  -0.6250  -0.1499  0.038
H  -0.6198  1.3554  3.1103  0.045
H  0.1750  -0.1530  3.7255  0.055
H  1.8509  -0.0784  1.1669  0.067
H  -1.4521  -0.2103  3.1865  0.042

---

x) DFT (ωB97M-V/def2-TZVPD) results for a cluster of 2 separate species, C5H11O2 in total.

Charge = -1
Gap between HOMO and LUMO = 0.2822 Eh

Each line ends with the Löwdin charge.
Geometry (Å):
C  1.2207  -1.3777  1.2529  -0.146
C  -0.0394  -1.4002  2.1115  -0.165
H  2.0545  -1.6314  1.7832  0.018
H  1.1879  -2.2149  0.6124  0.054
H  1.3069  -0.4637  0.5911  0.067
H  0.0045  -0.7992  2.9848  0.030
H  -0.0913  -2.3715  2.5706  0.040
H  -1.0250  -1.1963  1.5486  0.088
C  0.0101  1.1419  -0.7696  -0.238
C  -0.7025  2.1124  -1.7689  -0.122
C  -0.6047  -0.0756  -1.2318  -0.843
O  -1.6746  -0.4913  -0.7450  -0.075
O  0.1093  -0.6487  -2.1455  -0.138
H  1.0944  1.0961  -0.8693  0.093
H  -0.1760  1.1888  0.3009  0.094
H  -1.8276  2.1986  -1.6175  0.077
H  -0.5522  1.7215  -2.8621  0.099
H  -0.2947  3.2109  -1.7461  0.066

---

Which one sits at the top of the stability order? w) does.

---

w) DFT (ωB97M-V/def2-TZVPD) results for a structure of composition B2H8Sn.

Gap between HOMO and LUMO = 0.2575 Eh

Each line ends with the Löwdin charge.
Geometry (Å):
Sn  33.7464  4.3774  13.1885  1.451
B  32.9138  2.5835  15.5136  -0.489
H  32.2302  2.5878  14.5290  -0.090
H  32.9166  3.6743  15.9778  -0.059
H  32.5697  1.7935  16.2956  -0.025
H  34.0206  2.3781  15.1523  -0.073
B  36.4315  3.3293  13.1846  -0.518
H  35.7506  2.3731  13.3176  -0.053
H  36.4653  3.8659  14.2317  -0.031
H  37.5038  2.9263  12.9679  -0.016
H  36.0525  3.8984  12.2042  -0.098

---

x) DFT (ωB97M-V/def2-TZVPD) results for a structure of composition B2H8Sn.

Gap between HOMO and LUMO = 0.3112 Eh

Each line ends with the Löwdin charge.
Geometry (Å):
Sn  -0.9262  -0.0900  -0.2079  1.476
B  0.6234  -1.0875  -1.8392  -0.473
H  0.2644  -2.0857  -1.6415  -0.031
H  1.2125  -0.7688  -0.9933  -0.048
H  1.1808  -1.1183  -2.7625  -0.015
H  -0.1888  -0.3901  -1.9747  -0.184
B  -0.4409  1.0956  1.8621  -0.458
H  -0.3912  0.0294  1.7040  -0.127
H  -1.0469  1.2700  2.7376  -0.013
H  0.5252  1.5077  2.1092  -0.024
H  -0.8125  1.6375  1.0062  -0.102

---

Which one sits at the top of the stability order? w) does.

---

w) DFT (ωB97M-V/def2-TZVPD) results for a cluster of 11 separate species, C22H66O11 in total.

SMILES = CCO.CCO.CCO.CCO.CCO.CCO.CCO.CCO.CCO.CCO.CCO
Gap between HOMO and LUMO = 0.3737 Eh

Each line ends with the Löwdin charge.
Geometry (Å):
C  -3.4867  -2.3409  1.2676  -0.086
C  -3.6010  -3.7678  0.8045  -0.317
O  -4.2798  -4.5973  1.7542  -0.076
H  -4.4721  -1.8893  1.3954  0.076
H  -2.8406  -1.7343  0.6345  0.038
H  -3.0409  -2.2879  2.2708  0.076
H  -2.6133  -4.1937  0.5895  0.093
H  -4.1537  -3.8427  -0.1331  0.109
H  -3.6298  -4.8891  2.3993  0.079
C  -1.5970  4.3785  -3.7207  -0.087
C  -0.7051  3.3211  -3.1392  -0.292
O  -1.4345  2.5583  -2.1623  -0.110
H  -2.5422  4.0040  -4.1123  0.076
H  -1.0542  4.8874  -4.5237  0.078
H  -1.8595  5.1479  -2.9893  0.079
H  0.1680  3.7687  -2.6604  0.116
H  -0.3653  2.6443  -3.9313  0.108
H  -0.8076  1.9786  -1.7104  0.051
C  -1.6794  3.0582  4.4987  -0.084
C  -0.7019  2.3593  3.5669  -0.324
O  -0.3212  1.0799  4.0430  -0.086
H  -2.1680  3.8979  3.9935  0.074
H  -1.2172  3.4458  5.4062  0.074
H  -2.4867  2.3842  4.7969  0.073
H  0.1984  2.9520  3.4195  0.091
H  -1.1642  2.2897  2.5719  0.104
H  -1.0235  0.4544  3.8454  0.080
C  -5.8557  0.4494  -1.4952  -0.085
C  -4.5352  1.1491  -1.2879  -0.334
O  -4.0393  1.5900  -2.5432  -0.091
H  -6.2292  0.0512  -0.5503  0.078
H  -5.7267  -0.4044  -2.1671  0.058
H  -6.5932  1.1081  -1.9511  0.080
H  -3.8370  0.4489  -0.7999  0.097
H  -4.6609  1.9927  -0.5954  0.116
H  -3.1377  1.9249  -2.4143  0.034
C  0.6486  -4.2295  0.8994  -0.093
C  0.7998  -5.7045  0.6979  -0.331
O  -0.1959  -6.3179  1.5036  -0.079
H  -0.3422  -3.8989  0.5984  0.053
H  1.4398  -3.6413  0.4309  0.080
H  0.7925  -4.0201  1.9661  0.071
H  1.8078  -6.0227  0.9759  0.112
H  0.6112  -5.9420  -0.3569  0.110
H  -0.1343  -7.2744  1.4319  0.083
C  2.9049  3.1525  2.4167  -0.088
C  4.4040  3.2287  2.5915  -0.299
O  4.7256  4.1074  3.7039  -0.093
H  2.4565  4.1311  2.2410  0.083
H  2.4461  2.6892  3.2909  0.068
H  2.7000  2.4956  1.5704  0.045
H  4.9442  3.5719  1.7091  0.094
H  4.7395  2.2149  2.8473  0.113
H  5.6827  4.1652  3.7515  0.069
C  2.3731  -1.9084  4.0169  -0.089
C  1.3667  -2.0974  5.1394  -0.334
O  1.8663  -2.8470  6.2297  -0.068
H  2.6999  -2.9172  3.7285  0.073
H  3.2742  -1.4059  4.3816  0.078
H  1.9653  -1.3828  3.1601  0.058
H  0.4915  -2.6183  4.7218  0.104
H  0.9671  -1.1205  5.4383  0.101
H  2.7921  -3.0454  6.0685  0.073
C  1.3031  -0.7802  -4.3565  -0.090
C  2.4351  -0.0452  -3.6888  -0.304
O  1.9830  0.7275  -2.5761  -0.107
H  0.4978  -0.1191  -4.6785  0.070
H  0.9113  -1.5582  -3.6970  0.075
H  1.6385  -1.2857  -5.2699  0.081
H  2.9005  0.6711  -4.3689  0.111
H  3.2004  -0.7411  -3.3348  0.110
H  1.1264  0.3958  -2.2731  0.032
C  6.0143  1.5178  -2.0635  -0.080
C  5.2961  2.4342  -1.0970  -0.347
O  4.1617  1.8620  -0.5167  -0.081
H  5.2979  1.0914  -2.7731  0.062
H  6.5300  0.7004  -1.5629  0.074
H  6.7331  2.0770  -2.6683  0.074
H  5.0740  3.4017  -1.5760  0.114
H  5.9616  2.7405  -0.2826  0.101
H  3.4846  1.7077  -1.1878  0.057
C  0.8961  0.4477  0.5063  -0.075
C  -0.4478  -0.0751  0.0809  -0.261
O  -0.5861  0.0895  -1.3579  -0.129
H  1.0125  1.5042  0.2586  0.078
H  1.7105  -0.1445  0.0962  0.083
H  0.9790  0.4068  1.5997  0.066
H  -1.2806  0.4461  0.5598  0.109
H  -0.5403  -1.1478  0.2708  0.103
H  -1.3713  -0.4222  -1.6069  0.054
C  -2.6551  -0.8812  -4.3170  -0.057
C  -3.3179  -1.5344  -3.1147  -0.273
O  -2.3805  -2.0084  -2.1310  -0.096
H  -1.6388  -1.2705  -4.4404  0.058
H  -2.4912  0.1932  -4.1893  0.066
H  -3.2083  -1.0619  -5.2356  0.078
H  -3.9487  -2.3714  -3.4472  0.118
H  -4.0365  -0.9058  -2.5873  0.060
H  -1.9776  -2.8015  -2.4978  0.097

---

x) DFT (ωB97M-V/def2-TZVPD) results for a cluster of 11 separate species, C22H66O11 in total.

SMILES = CCO.CCO.CCO.CCO.CCO.CCO.CCO.CCO.CCO.CCO.CCO
Gap between HOMO and LUMO = 0.3718 Eh

Each line ends with the Löwdin charge.
Geometry (Å):
C  -0.7893  -5.4702  -3.5636  -0.095
C  -1.0990  -4.4845  -4.6823  -0.336
O  -0.0543  -4.4926  -5.6301  -0.071
H  -1.6353  -5.5244  -2.8784  0.067
H  0.0318  -5.1527  -2.9209  0.068
H  -0.6245  -6.4669  -3.9730  0.077
H  -1.3207  -3.4778  -4.3279  0.105
H  -2.0300  -4.8172  -5.1413  0.108
H  0.6804  -4.1024  -5.1509  0.075
C  1.0274  6.0317  3.2974  -0.087
C  0.4713  4.6456  2.9594  -0.334
O  -0.9099  4.5829  3.2313  -0.077
H  1.0281  6.2968  4.3547  0.072
H  0.5084  6.8342  2.7733  0.071
H  2.0621  6.0514  2.9551  0.068
H  0.9378  3.9479  3.6549  0.101
H  0.7511  4.3226  1.9566  0.106
H  -1.1892  3.6897  3.0177  0.078
C  0.0203  0.1359  -0.6896  -0.083
C  -1.4990  0.0453  -0.3459  -0.311
O  -1.7311  0.3989  0.9963  -0.087
H  0.6303  -0.4762  -0.0253  0.065
H  0.3651  1.1698  -0.7056  0.065
H  0.2644  -0.2877  -1.6638  0.061
H  -1.7955  -0.9785  -0.5739  0.104
H  -2.0944  0.7815  -0.8860  0.109
H  -1.5539  -0.3646  1.5506  0.076
C  -6.4160  1.4752  4.1577  -0.097
C  -6.3756  2.3582  5.3830  -0.338
O  -7.0456  3.5708  5.0898  -0.077
H  -5.9048  0.5259  4.3173  0.071
H  -5.9663  2.0011  3.3155  0.068
H  -7.4619  1.3105  3.8988  0.076
H  -5.3758  2.5542  5.7702  0.107
H  -6.8595  1.7957  6.1814  0.107
H  -6.4618  4.1455  4.5893  0.083
C  5.5134  3.1184  0.1464  -0.087
C  5.1610  1.8845  0.9489  -0.326
O  6.2126  1.4562  1.8150  -0.089
H  6.0406  3.8548  0.7528  0.076
H  4.6772  3.6534  -0.3038  0.072
H  6.1694  2.8260  -0.6735  0.070
H  4.9475  1.0098  0.3346  0.106
H  4.2985  2.1309  1.5681  0.101
H  5.9415  0.6558  2.2705  0.076
C  6.5694  -4.1932  -0.1821  -0.111
C  5.1641  -4.6746  0.0191  -0.350
O  4.7537  -5.1440  -1.2218  -0.073
H  7.1575  -4.9166  -0.7469  0.074
H  7.0050  -4.0018  0.7985  0.077
H  6.5964  -3.3085  -0.8182  0.075
H  4.5941  -3.7900  0.3030  0.118
H  5.2700  -5.4166  0.8105  0.111
H  5.3371  -5.8590  -1.4864  0.084
C  4.0779  -0.5325  -5.8566  -0.090
C  4.5925  -1.5200  -4.8368  -0.367
O  3.5302  -2.2576  -4.3882  -0.069
H  3.2489  0.0865  -5.5134  0.071
H  3.5774  -1.0316  -6.6863  0.073
H  4.8740  0.1231  -6.2095  0.075
H  4.9216  -0.9379  -3.9761  0.106
H  5.4209  -2.1205  -5.2128  0.114
H  3.8072  -2.9768  -3.8159  0.085
C  1.7068  -0.6210  5.9085  -0.082
C  1.9835  -1.1220  7.3421  -0.340
O  3.2147  -1.7665  7.4042  -0.073
H  1.6695  -1.3557  5.1042  0.067
H  2.5270  0.0279  5.6017  0.067
H  0.7919  -0.0365  5.8114  0.067
H  1.2467  -1.8685  7.6388  0.102
H  1.9017  -0.2959  8.0485  0.108
H  3.4334  -1.8976  8.3297  0.085
C  -1.1034  1.6765  -6.5149  -0.086
C  -1.4048  2.3449  -7.8547  -0.343
O  -1.8025  3.6460  -7.5260  -0.080
H  -2.0250  1.4281  -5.9885  0.073
H  -0.4684  2.3302  -5.9169  0.074
H  -0.5334  0.7550  -6.6337  0.067
H  -2.2642  1.8617  -8.3196  0.107
H  -0.5542  2.3356  -8.5362  0.109
H  -2.0486  3.9793  -8.3920  0.080
C  -2.8660  -4.7543  2.2243  -0.104
C  -2.6390  -4.4803  3.6726  -0.333
O  -2.1031  -3.1513  3.7685  -0.079
H  -3.4165  -5.6650  1.9880  0.078
H  -1.8979  -4.8972  1.7442  0.072
H  -3.2953  -3.8601  1.7724  0.077
H  -1.9725  -5.2425  4.0762  0.107
H  -3.5893  -4.6236  4.1868  0.108
H  -2.3010  -2.8464  4.6570  0.077
C  -5.2577  4.6045  -1.0588  -0.085
C  -6.5318  3.7026  -1.0575  -0.308
O  -7.3623  4.0810  -2.1401  -0.092
H  -5.5676  5.6478  -0.9987  0.069
H  -4.6758  4.4319  -1.9642  0.067
H  -4.6345  4.4334  -0.1811  0.063
H  -7.1157  3.7841  -0.1406  0.110
H  -6.2042  2.6749  -1.2143  0.099
H  -6.8848  4.0450  -2.9722  0.078

---

Which one sits at the top of the stability order? w) does.